120
Properties=species:S:1:pos:R:3:forces:R:3:mulliken_charge:R:1 method="wB97M-V/def2-TZVPD" total_charge=0 multiplicity=1 orbital_gap_ev=10.71 e_above_lowest_kj_mol=358.4 homo_ev=-10.792 e_tot_ha=-2113.524287 smiles=CCCC#N.CCCC#N.CCCC#N.CCCC#N.CCCC#N.CCCC#N.CCCC#N.CCCC#N.CCCC#N.CCCC#N
C 1.346293 0.798074 -5.132629 0.99 -0.54 1.12 -0.935
C 2.195093 1.468958 -4.013000 -0.86 0.69 -0.16 -0.922
C 1.890661 1.132123 -2.500359 0.37 0.09 -1.96 1.559
C 0.497899 1.396836 -2.162473 0.52 -0.03 0.00 -0.324
N -0.609282 1.623249 -1.974825 -0.38 -0.04 0.22 -0.485
H 1.662834 -0.241141 -5.036346 -0.27 -0.28 -0.83 0.062
H 1.625550 1.243512 -6.086962 0.11 -0.32 -0.02 0.393
H 0.258292 0.807036 -5.070725 0.07 0.39 0.50 0.303
H 2.144223 2.541928 -4.201655 -0.08 0.21 0.52 0.372
H 3.250862 1.232461 -4.147607 -0.02 -0.25 -0.18 0.335
H 2.615397 1.739158 -1.957919 -0.36 -0.04 0.52 0.514
H 2.114487 0.073825 -2.366291 -0.14 0.01 0.31 -0.954
C 1.681968 -3.055639 -3.677488 1.89 -0.93 -0.68 -0.395
C 2.882552 -4.112637 -3.499749 -1.73 0.50 1.10 -0.138
C 2.520869 -5.386221 -4.238542 0.20 0.42 -1.13 -0.436
C 2.785690 -5.135062 -5.677663 0.21 -0.40 -1.46 0.093
N 2.988805 -4.972027 -6.810234 -0.27 -0.08 1.71 -0.452
H 1.886492 -2.090535 -3.215657 -0.13 -0.20 0.15 -0.582
H 0.809567 -3.544643 -3.244799 0.00 0.30 0.20 0.370
H 1.481742 -2.907647 -4.739037 0.01 0.11 -0.06 0.502
H 2.850442 -4.314827 -2.428364 0.26 -0.21 0.12 0.211
H 3.930354 -3.935447 -3.742129 -0.22 1.01 -0.18 0.158
H 1.453682 -5.600197 -4.179053 0.07 -0.32 0.32 0.316
H 3.148911 -6.212688 -3.906615 -0.26 -0.18 -0.08 0.360
C -3.095888 -4.003550 -0.075716 -0.36 -0.14 -0.19 -1.696
C -2.106693 -2.822062 -0.198486 -1.08 -0.51 2.13 0.545
C -2.091595 -1.974569 -1.426592 -0.64 0.51 -0.42 0.803
C -3.412519 -1.375631 -1.790777 3.98 -2.39 1.05 -0.025
N -4.370496 -0.901007 -2.124034 -3.40 1.66 -0.97 -0.536
H -4.152047 -3.748763 -0.172265 0.03 0.72 -0.06 0.413
H -3.049284 -4.428237 0.927454 0.30 -0.09 0.02 0.413
H -3.030493 -4.823532 -0.791908 0.70 0.00 -0.14 0.368
H -1.109474 -3.103321 0.140812 0.24 -0.23 -0.73 -0.133
H -2.377402 -2.175041 0.637721 -0.25 0.25 0.08 -0.121
H -1.702401 -2.576308 -2.247853 0.02 0.48 -0.34 0.430
H -1.485577 -1.094413 -1.210603 0.50 -0.19 -0.40 -0.398
C -3.218766 4.230578 2.502096 -0.61 0.03 -0.24 -0.321
C -3.201688 5.098874 3.764518 0.25 -0.54 -0.35 -0.825
C -2.332108 6.366264 3.711040 -1.09 -0.33 0.70 -0.301
C -2.659000 7.265719 2.605631 0.68 -0.06 -0.01 0.181
N -2.896432 8.021908 1.775050 -0.06 -0.12 -0.05 -0.456
H -4.057147 3.534224 2.529558 0.20 -0.29 0.50 0.251
H -2.305890 3.664756 2.314991 0.11 0.05 0.19 0.021
H -3.470737 4.759383 1.581929 0.28 0.56 0.10 0.171
H -2.767889 4.528034 4.586267 -0.16 -0.22 0.07 0.285
H -4.223640 5.322397 4.070401 0.02 0.24 -0.17 0.385
H -1.293809 6.059746 3.835174 0.16 0.46 -0.66 0.228
H -2.605762 6.902717 4.620308 0.28 0.26 0.08 0.347
C 6.378035 -1.968767 -4.311540 0.09 -1.01 0.21 -1.529
C 5.263704 -1.123674 -3.736825 0.81 0.69 0.06 -0.284
C 5.241281 -1.165969 -2.194238 -0.24 0.26 0.08 0.773
C 6.486866 -0.759191 -1.511236 1.66 0.05 0.27 0.040
N 7.493831 -0.490223 -0.991527 -1.81 -0.35 -0.84 -0.482
H 6.215558 -2.304246 -5.335724 -0.08 0.40 -0.10 0.402
H 6.400934 -2.893439 -3.732948 0.32 -0.20 0.04 0.321
H 7.356855 -1.496365 -4.232776 -0.07 0.00 0.03 0.408
H 4.306818 -1.427123 -4.161207 -0.13 0.08 0.30 0.155
H 5.481719 -0.096287 -4.030442 -0.44 0.18 -0.08 0.484
H 4.979465 -2.164955 -1.844478 0.01 -0.06 0.05 0.199
H 4.481774 -0.481143 -1.815278 -0.24 -0.07 -0.02 -0.425
C -3.223665 1.004481 1.001014 1.11 0.32 -0.41 -0.260
C -4.501328 1.624314 0.488483 0.22 0.59 0.74 -0.291
C -5.723788 1.023309 1.143437 -0.49 -0.34 -0.15 -0.557
C -6.867135 1.916728 0.942359 -1.98 0.11 -0.61 0.081
N -7.822491 2.543413 0.727858 1.56 -0.72 0.46 -0.467
H -3.105352 0.876890 2.077455 -0.60 -0.05 0.14 0.512
H -2.404927 1.678503 0.745499 0.17 -0.05 -0.26 -0.399
H -2.987474 0.057880 0.514313 -0.16 -0.12 0.05 -0.073
H -4.548071 1.597084 -0.600090 -0.14 -0.33 0.03 0.599
H -4.531891 2.687937 0.725492 0.28 0.04 -0.04 -0.015
H -5.648822 0.827527 2.213633 0.45 0.41 0.15 0.348
H -5.890021 0.023328 0.741171 -0.49 0.08 -0.31 0.428
C 0.703731 4.612368 -1.524878 0.15 -0.38 -0.27 -0.836
C -0.753025 4.934604 -2.010053 1.70 -0.49 -0.36 -0.712
C -1.646381 5.031380 -0.759283 2.08 0.09 -1.59 0.678
C -3.028558 5.110593 -1.044699 -6.08 0.33 -0.60 0.021
N -4.205358 5.149543 -1.214337 4.55 -0.17 0.54 -0.580
H 1.249610 4.102747 -2.319462 0.03 0.10 -0.17 0.115
H 0.759733 3.924926 -0.679784 -0.55 -0.27 0.03 0.060
H 1.366332 5.408292 -1.183452 -0.49 0.65 -0.29 0.494
H -1.028780 4.160866 -2.726487 -0.30 -0.24 0.40 0.381
H -0.703941 5.833018 -2.625715 -0.30 0.31 0.36 0.497
H -1.237336 5.967578 -0.379065 -0.52 -0.25 1.23 0.243
H -1.410236 4.098494 -0.247697 -0.20 0.39 0.73 -0.319
C -0.079469 2.630450 4.984282 0.16 0.68 -0.59 -0.313
C 0.212657 1.783835 6.170074 -0.25 -0.11 1.28 -0.570
C -0.187047 0.353490 5.965513 -0.23 -1.60 1.69 -0.696
C -1.620901 0.137351 5.766906 0.58 0.28 -0.74 0.384
N -2.743404 0.023625 5.574747 -0.47 -0.09 0.02 -0.468
H -0.982368 2.318066 4.458936 -0.02 -0.28 0.07 -0.003
H 0.756782 2.524926 4.293084 -0.12 0.56 -0.24 0.017
H -0.296233 3.660952 5.265882 0.55 0.16 -0.14 0.341
H -0.297983 2.153092 7.060456 -0.53 -0.02 -0.10 0.337
H 1.226862 1.754351 6.569776 0.41 0.33 -0.75 0.348
H -0.021598 -0.129062 6.930614 0.13 -0.18 0.24 0.371
H 0.436949 -0.276052 5.331087 -0.21 0.40 -0.62 0.332
C 0.133423 0.771054 2.149351 0.25 1.23 -0.76 0.632
C 1.530653 1.059763 1.554520 -1.55 -0.30 -0.59 0.152
C 2.253336 -0.230289 1.273471 1.58 -0.35 -0.23 -0.866
C 1.686094 -1.052179 0.213903 0.12 1.53 2.27 -0.111
N 1.157397 -1.626808 -0.599783 -1.05 -1.54 -2.19 0.049
H -0.453935 1.666850 1.944418 -0.12 0.21 0.64 -0.497
H 0.195161 0.582141 3.219948 -0.28 -0.27 -0.24 -0.373
H -0.439951 0.039122 1.580214 0.40 -0.54 0.24 0.134
H 2.081672 1.783926 2.154171 0.24 -0.41 0.20 0.556
H 1.398289 1.539592 0.583918 -0.14 0.22 -0.04 -0.500
H 2.388278 -0.854639 2.156866 0.07 -0.06 -0.02 0.442
H 3.226547 -0.007986 0.832447 0.50 0.10 0.53 0.292
C 0.105524 -6.867441 3.091491 -0.06 0.46 -1.10 -1.076
C 0.576186 -6.961403 1.587568 0.58 0.69 0.89 -0.573
C 0.361843 -5.574612 0.839615 0.16 -0.40 1.32 0.088
C 1.058435 -4.468454 1.530251 -1.58 -2.55 -1.27 0.314
N 1.512283 -3.589223 2.067797 1.37 2.29 1.41 -0.455
H -0.894319 -6.445090 2.986810 -0.16 0.00 0.70 0.249
H 0.721869 -6.224595 3.720055 0.02 0.39 -0.40 0.317
H 0.061533 -7.787920 3.673191 -0.10 -0.35 -0.64 0.359
H 0.020007 -7.767100 1.109270 0.02 0.22 -0.25 0.343
H 1.639061 -7.202959 1.569086 -0.01 -0.15 -0.20 0.329
H -0.699816 -5.341541 0.925562 -0.08 0.09 -0.33 -0.124
H 0.681833 -5.476250 -0.197586 -0.15 -0.65 -0.09 0.271